No. 1
The molecule C4H8N2O in a non-equilibrium geometry, computed with the ωB97M-V functional and the def2-TZVPD basis.

Geometry (Å):
H  1.4681  0.0921  -0.9011
H  -1.8950  2.2298  -2.1944
H  0.4666  -1.2649  -1.4539
C  -0.5149  0.0209  -0.0359
H  1.7700  -2.4240  2.1144
O  -0.2713  0.8931  1.0264
C  1.1384  -1.7628  1.5327
H  -1.2352  -0.7228  0.3233
C  0.7326  -0.6563  -0.5878
N  -1.1260  0.6275  -1.2662
N  1.4526  -1.5658  0.3386
H  0.4640  1.4747  0.7967
H  -1.3193  2.5343  -0.4566
C  -1.4229  1.8436  -1.2999
H  0.2922  -1.3194  2.0637

Cartesian forces, eV/Å:
-0.1 0.0 -0.1
0.1 0.1 -0.2
0.0 0.2 0.0
-0.4 0.5 -1.6
0.1 -0.2 0.1
0.0 0.2 0.1
-0.4 0.1 0.4
0.1 0.1 0.0
0.3 -1.0 1.4
0.2 -0.8 0.8
0.3 0.5 -1.2
0.0 -0.1 0.0
0.1 -0.1 0.0
-0.3 0.3 0.4
-0.1 0.1 -0.1

Properties
HOMO-LUMO gap (eV): 10.08
SMILES: C=NC[C@@H](O)N=C
Net charge: 0



No. 2
The molecule C5H5NO2 in a non-equilibrium geometry, computed with the ωB97M-V functional and the def2-TZVPD basis.

Geometry (Å):
H  3.4732  1.4247  -0.0408
H  -3.1171  -0.2690  0.0689
N  2.5584  1.7891  -0.0281
C  -0.4412  1.1075  -0.0620
C  -2.1487  -0.8333  -0.1171
O  2.4865  -1.3827  0.1744
C  -0.8170  -0.1368  0.0252
H  -2.3930  -1.5007  0.7208
O  0.2546  -1.0832  0.2465
C  1.5296  -0.6274  0.1350
H  -2.2709  -1.5088  -1.1090
C  1.7340  0.9013  0.0782
H  -0.8483  2.1192  -0.0919

Cartesian forces, eV/Å:
2.0 -0.5 0.0
1.6 0.5 -1.1
-0.9 0.3 0.1
3.8 1.1 0.6
-1.9 -1.5 -0.7
-1.5 1.0 -0.2
-0.1 -0.2 -0.1
1.1 -0.5 -0.1
0.6 0.6 -0.6
1.6 -0.9 0.7
0.5 1.8 2.2
-6.5 -0.9 -0.6
-0.2 -0.8 -0.2

Properties
HOMO-LUMO gap (eV): 8.80
Net charge: 0



No. 3
The molecule C9H14S in a non-equilibrium geometry, computed with the ωB97M-V functional and the def2-TZVPD basis.

Geometry (Å):
H  2.3945  0.9674  -1.9590
C  1.3296  -0.1501  -0.2198
C  -1.1001  0.2359  0.6512
C  -0.6866  -1.8549  -0.4331
H  -2.5568  -1.2769  0.7671
H  1.1385  -0.1749  -2.3624
C  -1.9097  1.1748  1.4309
C  0.2965  1.5434  -1.1245
H  0.6223  1.6608  1.0210
H  -0.8572  -3.0353  -0.1180
H  -1.3603  1.9936  1.7737
H  0.5731  2.5549  -1.1498
H  -0.6918  1.4773  -1.6812
C  0.8194  -1.5341  -0.0322
H  2.4042  -0.8006  1.6749
C  0.3015  1.0014  0.2228
S  2.8991  0.1251  0.7965
H  -2.7253  1.6240  0.7105
C  1.3626  0.5135  -1.5917
C  -1.5921  -1.0109  0.3106
H  -2.5220  0.8186  2.3222
H  1.5762  -2.1853  -0.5396
H  -0.7180  -1.9349  -1.5632
H  1.0026  -1.7328  1.0932

Cartesian forces, eV/Å:
-2.0 -0.8 1.1
0.3 2.9 1.8
0.6 -0.3 -0.4
2.2 -4.6 -0.5
0.5 -0.2 -0.6
-0.8 -0.6 -1.0
-4.2 0.4 -0.3
-1.3 -0.4 -3.3
-0.1 -0.1 0.1
0.5 2.8 -0.7
0.9 1.3 0.6
0.7 1.4 -0.3
1.1 0.0 0.7
0.6 -1.6 1.0
0.8 0.7 -0.1
-2.3 -4.9 2.1
-0.9 -1.2 -0.4
1.4 -0.6 1.3
2.4 1.5 -0.8
1.1 3.9 1.2
0.9 -0.1 -1.1
-0.9 0.1 0.1
-0.4 0.6 1.1
-0.9 -0.1 -1.7

Properties
HOMO-LUMO gap (eV): 9.46
SMILES: CC1=CCC[C@@]2(S)CC[C@@H]12
Net charge: 0